Density functional theory data (ωB97M-V with the def2-TZVPD basis set) for a single C22H15N3O5 molecule.

Summary:
Kohn-Sham gap ... 0.300 Ha
Energy ... -37767.049 eV
LUMO level ... -1.0 eV
2S+1 ... 1
Total charge ... 0

Each line ends with the Löwdin charge.
Positions of all 45 atoms, in Å:
C 4.32 -6.38 -1.92  0.027
C 3.18 -6.38 -0.94  -0.512
O 2.95 -7.24 -0.14  0.120
O 2.45 -5.26 -1.09  0.070
C 1.31 -5.00 -0.36  -0.207
C 1.07 -3.67 -0.05  0.082
C -0.08 -3.31 0.63  -0.167
C -0.99 -4.29 1.03  -0.006
C -0.73 -5.61 0.73  -0.052
C 0.41 -5.98 0.03  0.000
H 0.59 -7.02 -0.20  0.115
H -1.43 -6.37 1.03  0.110
H -1.88 -4.01 1.57  0.114
N -0.33 -1.95 0.93  0.103
C -0.08 -0.91 0.04  -0.337
O 0.35 -1.02 -1.08  0.143
C -0.48 0.33 0.76  -0.061
C -0.45 1.64 0.35  0.062
C -0.89 2.61 1.25  -0.105
C -1.32 2.25 2.53  0.018
C -1.36 0.92 2.93  0.034
C -0.94 -0.03 2.03  -0.063
C -0.84 -1.51 2.15  -0.334
O -1.13 -2.20 3.09  0.146
H -1.70 0.64 3.92  0.127
H -1.63 3.04 3.20  0.124
C -0.88 4.08 0.93  -0.415
O -0.69 4.91 1.79  0.089
N -1.11 4.36 -0.38  0.135
C -1.16 5.60 -1.01  -0.197
C -0.91 6.81 -0.36  0.004
C -0.99 7.98 -1.10  -0.053
C -1.31 7.91 -2.44  -0.158
N -1.55 6.76 -3.06  0.057
C -1.48 5.65 -2.37  -0.099
H -1.68 4.74 -2.92  0.113
H -1.39 8.79 -3.06  0.102
H -0.80 8.93 -0.63  0.104
H -0.66 6.82 0.69  0.102
H -1.31 3.58 -0.99  0.134
H -0.05 1.89 -0.63  0.131
H 1.78 -2.92 -0.37  0.130
H 5.05 -7.13 -1.63  0.089
H 4.78 -5.40 -1.96  0.088
H 3.93 -6.63 -2.91  0.093

=====

Density functional theory data (ωB97M-V with the def2-TZVPD basis set) for 8 unconnected molecules or ions with the total composition C22H16B4NO44S3 in a non-equilibrium geometry.

Summary:
Kohn-Sham gap ... 0.332 Ha
Energy ... -149885.141 eV
LUMO level ... 4.6 eV
2S+1 ... 1
Total charge ... -3
Energy above the lowest of the compared OMol25 structures with the same formula, charge and spin ... 101.9 kcal per mole

Each line ends with the Löwdin charge.
Positions of all 90 atoms, in Å:
N -0.53 -0.27 -0.22  0.344
H -0.94 0.59 0.12  0.083
H 0.30 -0.38 0.35  0.066
H -0.37 -0.18 -1.21  0.078
H -1.26 -0.95 -0.05  0.069
O -0.99 -2.07 3.78  0.160
C 0.19 -1.83 4.06  -0.387
O 0.85 -2.29 5.09  0.249
B 2.27 -1.92 5.03  -0.774
O 2.32 -1.29 3.67  0.221
C 1.11 -1.18 3.14  -0.362
O 0.94 -0.79 2.01  0.126
O 2.75 -1.04 6.19  0.262
C 3.74 -1.62 6.71  -0.447
O 4.50 -1.17 7.60  0.088
C 3.98 -2.97 6.11  -0.384
O 3.11 -3.13 5.11  0.225
O 4.91 -3.72 6.29  0.128
O -1.54 2.13 1.30  0.140
C -1.57 1.88 2.46  -0.385
O -1.08 2.49 3.54  0.236
B -1.28 1.70 4.78  -0.775
O -2.35 0.78 4.37  0.217
C -2.41 0.73 3.02  -0.332
O -3.10 -0.04 2.37  0.130
O -1.72 2.64 5.91  0.244
C -0.83 2.75 6.77  -0.476
O -0.88 3.69 7.60  0.068
C 0.28 1.86 6.46  -0.331
O -0.01 1.18 5.35  0.231
O 1.28 1.76 7.22  0.114
O -7.78 -4.49 -3.14  0.057
C -6.83 -3.71 -2.78  -0.291
O -5.89 -3.94 -1.82  0.226
B -4.92 -2.86 -1.85  -0.880
O -5.68 -1.80 -2.61  0.213
C -6.72 -2.31 -3.25  -0.375
O -7.49 -1.65 -3.97  0.088
O -4.59 -2.48 -0.50  0.301
C -3.32 -2.39 -0.45  -0.366
O -2.52 -2.08 0.43  0.116
C -2.72 -2.77 -1.83  -0.320
O -3.68 -3.24 -2.59  0.246
O -1.50 -2.68 -2.15  0.097
O 0.84 -2.40 -4.51  0.144
C 1.57 -1.46 -4.77  -0.411
O 2.40 -1.32 -5.73  0.251
B 3.29 -0.16 -5.53  -0.847
O 2.77 0.50 -4.34  0.219
C 1.69 -0.19 -3.89  -0.265
O 0.99 0.12 -2.90  0.095
O 4.61 -0.75 -5.43  0.229
C 5.40 -0.48 -6.46  -0.365
O 6.55 -0.76 -6.66  0.118
C 4.54 0.51 -7.36  -0.385
O 3.47 0.77 -6.72  0.222
O 4.87 0.92 -8.51  0.052
C 3.69 -0.86 0.37  -0.122
C 4.07 -2.21 0.99  -0.199
O 3.74 -3.13 0.02  -0.185
S 2.31 -2.83 -0.60  0.634
O 1.24 -3.07 0.29  -0.194
O 2.32 -3.34 -1.96  -0.218
O 2.64 -1.27 -0.52  -0.231
H 4.53 -0.57 -0.27  0.128
H 3.31 -0.11 1.05  0.115
H 3.53 -2.42 1.91  0.120
H 5.16 -2.18 1.12  0.136
C 2.65 3.70 -1.98  -0.144
C 1.16 3.52 -2.26  -0.205
O 0.54 3.52 -1.01  -0.196
S 1.57 3.42 0.27  0.706
O 1.81 1.99 0.51  -0.239
O 1.07 4.23 1.36  -0.213
O 2.66 4.15 -0.64  -0.209
H 3.23 4.35 -2.63  0.138
H 2.96 2.66 -2.01  0.123
H 0.96 2.62 -2.84  0.107
H 0.65 4.23 -2.90  0.126
C -4.96 2.29 -0.31  -0.144
C -4.51 3.57 -1.05  -0.161
O -3.25 3.19 -1.63  -0.222
S -3.31 1.73 -2.34  0.766
O -1.98 1.12 -2.44  -0.225
O -4.23 1.60 -3.47  -0.244
O -4.05 1.32 -0.86  -0.239
H -5.97 1.93 -0.49  0.122
H -4.90 2.25 0.78  0.126
H -4.34 4.38 -0.34  0.127
H -5.29 3.95 -1.70  0.120

=====

Density functional theory data (ωB97M-V with the def2-TZVPD basis set) for a molecular structure, C22H16Cl3MgN4O5S2.

Summary:
Kohn-Sham gap ... 0.238 Ha
Energy ... -103959.214 eV
LUMO level ... 2.0 eV
2S+1 ... 1
Total charge ... -1
Energy above the lowest of the compared OMol25 structures with the same formula, charge and spin ... 4.0 kcal per mole

Each line ends with the Löwdin charge.
Positions of all 53 atoms, in Å:
Mg -0.22 0.80 1.84  0.345
S -2.57 0.94 2.73  0.559
C -1.76 0.90 4.28  -1.131
S -0.04 0.85 4.32  0.536
C -2.51 0.89 5.46  -0.412
C -1.89 0.82 6.74  -0.288
N -1.42 0.76 7.79  0.115
C -3.93 0.95 5.45  -0.290
N -5.09 1.01 5.49  0.114
O -0.39 2.87 1.58  -0.187
C 0.08 3.98 0.82  -0.226
C -0.70 4.17 -0.47  -0.162
C -0.96 2.89 -1.26  -0.136
C 0.24 2.19 -1.82  -0.281
C 0.18 1.56 -3.06  -0.037
C 1.25 0.81 -3.50  -0.079
C 2.37 0.71 -2.69  -0.071
C 2.37 1.40 -1.49  -0.139
N 1.33 2.12 -1.06  0.123
H -1.27 2.99 1.98  0.053
H 1.12 3.77 0.62  0.101
H 0.02 4.89 1.43  0.121
H -0.15 4.90 -1.09  0.116
H -1.67 4.62 -0.24  0.112
H -1.66 3.10 -2.07  0.114
H -1.47 2.18 -0.60  0.107
H -0.72 1.64 -3.66  0.111
H 1.21 0.29 -4.45  0.105
H 3.24 0.13 -2.98  0.097
H 3.23 1.36 -0.83  0.098
Cl 4.92 -1.26 3.02  0.601
C 3.26 -1.49 2.39  -1.590
Cl 3.33 -2.43 0.89  0.642
Cl 2.26 -2.26 3.59  0.679
C 2.74 -0.15 2.09  -0.377
N 2.35 0.90 1.85  0.231
O 0.27 -1.24 1.42  -0.108
C -0.21 -1.07 0.26  -0.572
O -0.62 0.08 -0.10  -0.056
C -0.28 -2.21 -0.70  -0.116
C 0.11 -3.47 -0.30  -0.029
C 0.09 -4.56 -1.18  0.018
C -0.34 -4.30 -2.46  -0.216
O -0.46 -5.18 -3.50  0.025
C -0.91 -4.41 -4.62  -0.140
O -1.11 -3.07 -4.18  0.023
C -0.73 -3.03 -2.86  -0.197
C -0.72 -1.96 -2.01  0.083
H 0.43 -3.60 0.73  0.106
H 0.38 -5.55 -0.88  0.118
H -1.85 -4.82 -4.98  0.133
H -0.14 -4.43 -5.40  0.132
H -1.02 -0.96 -2.31  0.124

=====

Density functional theory data (ωB97M-V with the def2-TZVPD basis set) for a molecular structure, C22H16F6N5O4PRu in a non-equilibrium geometry.

Summary:
Kohn-Sham gap (spin up / spin down) ... 0.232 / 0.221 Ha
Energy ... -66890.247 eV
LUMO level (spin up / spin down) ... -6.1 / -6.2 eV
2S+1 ... 2
Total charge ... +1
<S²> ... 0.773
Energy above the lowest of the compared OMol25 structures with the same formula, charge and spin ... 32.0 kcal per mole

Each line ends with the Löwdin charge.
Positions of all 55 atoms, in Å:
Ru 0.63 0.33 0.12  1.487
O 1.53 -0.27 -3.83  0.178
C 1.52 -0.23 -2.64  -0.322
N 0.70 0.64 -1.83  0.017
C 0.07 1.68 -2.27  -0.188
C -0.15 2.07 -3.63  0.029
C -0.88 3.17 -3.88  0.001
C -1.39 4.00 -2.81  0.015
C -1.16 3.74 -1.51  0.025
C -0.43 2.56 -1.18  -0.145
N -0.15 2.11 0.03  0.008
C -0.57 2.68 1.29  -0.328
O -1.18 3.70 1.39  0.172
C -0.17 1.82 2.45  -0.190
C -0.58 2.11 3.73  0.036
C -0.30 1.20 4.74  0.002
C 0.37 0.03 4.43  0.002
C 0.77 -0.19 3.12  -0.088
N 0.52 0.70 2.16  -0.040
C 2.44 -1.00 -1.76  -0.190
C 3.35 -1.89 -2.29  0.036
C 4.23 -2.53 -1.43  0.008
C 4.19 -2.25 -0.08  -0.004
C 3.24 -1.35 0.39  -0.097
N 2.38 -0.75 -0.43  -0.029
H 0.24 1.45 -4.43  0.121
H -1.07 3.45 -4.90  0.127
H -1.97 4.88 -3.07  0.128
H -1.50 4.39 -0.73  0.115
H -1.12 3.03 3.91  0.136
H -0.62 1.40 5.75  0.128
H 0.57 -0.72 5.18  0.129
H 1.26 -1.11 2.83  0.112
H 3.34 -2.07 -3.35  0.139
H 4.94 -3.25 -1.81  0.130
H 4.86 -2.72 0.62  0.128
H 3.17 -1.11 1.44  0.117
O -1.96 0.58 -2.05  0.078
C -2.27 0.07 -0.99  -0.423
C -3.64 -0.48 -0.67  -0.056
C -3.55 -0.93 0.78  -0.054
C -2.16 -0.55 1.22  -0.442
O -1.76 -0.62 2.35  0.101
N -1.44 -0.04 0.11  0.055
H -3.85 -1.28 -1.37  0.138
H -4.37 0.31 -0.84  0.133
H -3.66 -2.00 0.90  0.139
H -4.27 -0.42 1.43  0.132
F 0.19 -1.82 0.65  -0.296
P 0.25 -3.56 0.48  0.198
F 0.33 -5.12 0.31  -0.085
F 1.61 -3.49 1.35  -0.149
F 1.13 -3.30 -0.86  -0.135
F -0.60 -3.63 1.82  -0.112
F -1.09 -3.42 -0.39  -0.126

=====

Density functional theory data (ωB97M-V with the def2-TZVPD basis set) for a molecular structure, C22H16N2O11P2V in a non-equilibrium geometry.

Summary:
Kohn-Sham gap (spin up / spin down) ... 0.237 / 0.237 Ha
Energy ... -92839.172 eV
LUMO level (spin up / spin down) ... -5.7 / -5.7 eV
2S+1 ... 1
Total charge ... +1
Energy above the lowest of the compared OMol25 structures with the same formula, charge and spin ... 0.0 kcal per mole

Each line ends with the Löwdin charge.
Positions of all 54 atoms, in Å:
V -1.44 0.11 0.30  1.129
C -4.43 -2.34 -1.41  -0.033
C -3.90 -3.65 -1.21  -0.018
C -2.55 -3.83 -0.84  0.004
C -1.82 -2.66 -0.64  -0.174
C -2.40 -1.40 -0.69  -0.106
C -3.69 -1.21 -1.15  -0.066
C -0.37 -2.65 -0.30  -0.187
C 0.46 -3.52 -1.10  0.027
C 1.77 -3.27 -1.14  0.036
C 2.27 -2.24 -0.27  -0.141
C 3.65 -2.03 -0.19  -0.020
C 4.20 -1.18 0.74  -0.036
C 3.30 -0.56 1.66  -0.035
C 1.94 -0.79 1.61  -0.013
C 1.38 -1.61 0.62  -0.196
N -0.01 -1.70 0.53  0.130
H -5.44 -2.30 -1.87  0.131
H -4.59 -4.46 -1.28  0.108
H -2.16 -4.83 -0.70  0.126
H -4.18 -0.29 -1.27  0.089
H -0.04 -4.24 -1.75  0.130
H 2.39 -3.89 -1.74  0.125
H 4.33 -2.44 -0.90  0.120
H 5.23 -0.94 0.80  0.106
H 3.79 -0.09 2.48  0.109
H 1.29 -0.37 2.41  0.140
O -3.89 1.43 3.42  -0.020
P -2.48 1.59 2.75  0.406
O -1.30 1.75 3.58  -0.187
O -2.20 0.24 1.81  -0.300
O -2.74 2.68 1.56  -0.227
P -3.56 2.06 0.24  0.318
O -4.02 3.34 -0.62  -0.063
O -4.64 1.27 0.78  -0.207
O -2.45 1.38 -0.60  -0.297
H -4.58 1.30 2.81  0.052
H -3.25 3.92 -0.86  0.119
O -0.45 0.22 -1.55  -0.054
C 0.62 0.80 -1.89  -0.038
C 1.52 1.44 -0.97  -0.106
C 2.70 2.04 -1.35  0.073
C 3.30 2.94 -0.51  -0.104
C 2.72 3.33 0.72  0.067
C 1.65 2.61 1.24  0.070
C 1.04 1.71 0.34  -0.244
O -0.04 1.09 0.80  -0.162
N 4.55 3.66 -0.80  -0.344
O 5.17 3.36 -1.80  0.108
O 4.90 4.52 -0.01  0.087
H 0.90 0.86 -2.93  0.151
H 3.07 1.91 -2.34  0.136
H 3.27 4.12 1.22  0.132
H 1.22 2.79 2.24  0.149